1.
Molecular formula: C6H9Br
Method: DFT, ωB97M-V/def2-TZVPD

The orbital gap is 9.98 eV. Its energy above the lowest of the compared OMol25 structures with the same formula, charge and spin is 3.028 eV. The value obtained for the HOMO energy is -9.4251 eV. The calculation puts the maximum force at 5.299 eV/Å. Its structure (SMILES) is C=C=CBr.C=CC.

Atoms and positions in Å:
1 C -0.56 1.91 1.25
2 C -1.40 1.03 0.75
3 C 1.02 -0.33 -1.71
4 C 1.05 -1.40 0.72
5 C -2.10 0.01 0.32
6 C 1.52 -0.60 -0.21
7 Br -3.92 0.13 -0.34
8 H 0.10 2.40 0.61
9 H 1.05 0.66 -1.92
10 H 1.44 -0.85 -2.51
11 H -0.08 -0.58 -1.63
12 H 0.27 -2.12 0.48
13 H -0.54 2.06 2.38
14 H 1.62 -1.31 1.54
15 H -1.74 -1.02 0.08
16 H 2.29 0.01 0.20

=====

2.
Molecular formula: C6H9BrFN2
Method: DFT, ωB97M-V/def2-TZVPD

The orbital gap is 7.94 eV. Its energy above the lowest of the compared OMol25 structures with the same formula, charge and spin is 2.481 eV. The value obtained for the HOMO energy is -12.6143 eV. The calculation puts the maximum force at 4.015 eV/Å. Its charge is +1.

Atoms and positions in Å:
1 C -0.30 -1.61 -0.63
2 C -1.45 -1.68 -1.35
3 C -3.16 -0.13 -0.53
4 C -1.01 -0.41 1.41
5 C -0.07 -0.76 0.51
6 C 1.33 -0.27 0.71
7 N -2.48 -0.88 -1.12
8 N 2.45 2.36 -0.43
9 F -2.24 -0.94 1.47
10 Br -4.31 1.08 -0.02
11 H 0.53 -2.21 -0.97
12 H -1.57 -2.35 -2.19
13 H -0.81 0.22 2.26
14 H 2.04 -1.04 0.44
15 H 1.50 0.02 1.74
16 H 1.54 0.61 0.08
17 H 2.11 3.16 0.09
18 H 2.53 2.64 -1.40
19 H 3.38 2.16 -0.09

=====

3.
Molecular formula: C6H9Cl
Method: DFT, ωB97M-V/def2-TZVPD

The orbital gap is 10.14 eV. Its energy above the lowest of the compared OMol25 structures with the same formula, charge and spin is 1.808 eV. The value obtained for the HOMO energy is -9.1862 eV. The calculation puts the maximum force at 6.320 eV/Å. Its structure (SMILES) is CC(CCl)=C1CC1.

Atoms and positions in Å:
1 C -0.67 -1.23 -1.22
2 C 0.04 -0.58 -0.10
3 C -0.74 1.99 -0.10
4 C 0.38 1.87 1.04
5 C 0.01 0.73 0.23
6 C 0.99 -1.47 0.58
7 Cl -1.61 -2.70 -0.76
8 H 0.10 -1.65 -1.95
9 H -1.39 -0.47 -1.77
10 H -1.80 2.13 0.10
11 H -0.38 2.35 -1.06
12 H 1.18 2.38 0.83
13 H -0.03 1.91 2.06
14 H 0.67 -2.46 1.20
15 H 1.55 -1.83 -0.24
16 H 1.71 -0.96 1.15

=====

4.
Molecular formula: C6H9Cl2CoO3PPr
Method: DFT, ωB97M-V/def2-TZVPD

The orbital gap (spin up / spin down) is 8.22 / 5.49 eV. Its energy above the lowest of the compared OMol25 structures with the same formula, charge and spin is 2.152 eV. The value obtained for the HOMO energy (spin up / spin down) is -25.5914 / -25.8565 eV. The calculation puts the maximum force at 9.891 eV/Å. Its charge is +4. Its spin multiplicity is 7.

Atoms and positions in Å:
1 Pr -0.34 0.51 -4.40
2 Co -0.35 0.43 -1.22
3 Cl -1.00 2.80 -3.60
4 Cl 1.62 0.49 -2.53
5 C -1.11 -0.56 0.10
6 C -0.29 1.26 -7.11
7 C 0.41 -1.17 -6.79
8 O -1.19 -1.51 0.74
9 O -0.18 1.39 -8.24
10 O 0.72 -1.53 -7.84
11 C -0.99 2.62 1.52
12 P 0.23 2.02 0.24
13 C 0.64 3.39 -0.85
14 C 1.73 1.60 1.22
15 H -1.98 2.68 1.05
16 H -0.82 3.56 2.05
17 H -1.06 1.83 2.29
18 H 1.36 4.07 -0.41
19 H 1.08 3.05 -1.78
20 H -0.26 3.93 -1.12
21 H 2.41 2.44 1.38
22 H 1.42 1.21 2.19
23 H 2.31 0.81 0.73

=====

5.
Molecular formula: C6H9ClN4
Method: DFT, ωB97M-V/def2-TZVPD

The orbital gap (spin up / spin down) is 6.51 / 6.51 eV. Its energy above the lowest of the compared OMol25 structures with the same formula, charge and spin is 2.073 eV. The value obtained for the HOMO energy (spin up / spin down) is -16.8107 / -16.8117 eV. The calculation puts the maximum force at 2.457 eV/Å. Its charge is +2.

Atoms and positions in Å:
1 C 1.49 -2.43 0.20
2 C 0.91 -0.34 0.63
3 C -0.85 2.23 0.39
4 C 1.74 -0.36 -0.48
5 C -1.20 1.32 -0.70
6 C -2.19 0.27 -0.48
7 N 0.62 0.68 1.48
8 N 0.02 1.69 1.45
9 N 2.07 -1.66 -0.71
10 N 0.80 -1.66 1.04
11 Cl -0.53 1.53 -2.21
12 H 1.56 -3.51 0.26
13 H -0.34 3.15 0.08
14 H -1.74 2.54 0.97
15 H 2.14 0.45 -1.06
16 H -2.08 -0.59 -1.13
17 H -3.17 0.69 -0.73
18 H -2.28 -0.02 0.57
19 H 2.69 -1.98 -1.45
20 H 0.31 -1.98 1.86

=====

6.
Molecular formula: C6H9ClS
Method: DFT, ωB97M-V/def2-TZVPD

The orbital gap is 7.89 eV. Its energy above the lowest of the compared OMol25 structures with the same formula, charge and spin is 7.114 eV. The value obtained for the HOMO energy is -8.9103 eV. The calculation puts the maximum force at 5.567 eV/Å.

Atoms and positions in Å:
1 C 1.64 0.43 -0.72
2 C 0.15 0.37 -0.70
3 C -0.54 1.28 0.33
4 C -0.15 0.17 1.44
5 C -0.18 -0.86 0.25
6 C -1.55 -1.51 -0.38
7 H 1.83 1.70 -0.52
8 H 2.09 -0.06 -1.88
9 H 2.23 -0.37 0.32
10 H -0.44 0.57 -1.64
11 H -1.65 0.96 -0.08
12 H -0.22 2.39 0.37
13 H -0.86 -0.31 2.39
14 H 0.99 0.31 1.75
15 H -1.41 -2.47 -1.06
16 S -3.10 -0.71 -0.07
17 Cl 1.17 -1.91 0.21